1.
ORCA calculation (ωB97M-V with the def2-TZVPD basis set) on C4H7FN2O in the gas phase at a distorted geometry.

Each line ends with the Löwdin charge.
Positions of all 15 atoms, in Å:
F -2.985 -0.735 -0.050  -0.014
O 3.060 0.553 -0.272  -0.055
N 2.517 -0.591 0.325  -0.063
N 0.461 0.267 -0.222  0.068
C -1.576 1.621 0.247  -0.027
C -1.649 -0.823 -0.225  -0.109
C -0.921 0.290 -0.098  -0.343
C 1.164 -0.662 0.333  -0.199
H 2.276 0.964 -0.746  0.099
H -1.222 1.981 1.205  0.073
H 2.956 -1.391 -0.113  0.135
H 0.792 -1.657 0.674  0.147
H -2.671 1.499 0.280  0.074
H -1.340 2.389 -0.532  0.091
H -1.361 -1.872 -0.398  0.122

Computed properties:
Relative energy (zero: lowest compared OMol25 entry of this formula, charge and spin)   3.157 eV
SMILES   CC(=C\F)/N=C/NO
HOMO-LUMO gap   9.5 eV
Total charge   0
Energy   -12003.900 eV
LUMO energy   0.86 eV



2.
ORCA calculation (ωB97M-V with the def2-TZVPD basis set) on a molecular structure, C10H9Br2EuNO at a distorted geometry.

Each line ends with the Löwdin charge.
Positions of all 24 atoms, in Å:
Eu -0.674 0.340 -2.557  1.442
Br 0.347 -0.777 4.733  0.743
Br -0.460 -4.218 0.233  0.771
O -0.345 -1.542 -1.210  -0.302
N 0.210 0.977 -0.267  -0.046
C 0.361 0.137 2.013  -0.201
C -0.111 -2.500 0.941  -0.620
C 0.387 2.227 0.190  -0.135
C 0.539 2.489 1.558  -0.059
C -0.003 -2.281 2.313  -0.161
C 0.242 -1.008 2.842  -0.620
C 0.256 -0.076 0.598  -0.154
C -0.037 -1.395 0.043  -0.419
C 0.601 -0.312 -4.534  -0.418
C 0.485 1.465 2.473  -0.030
H -0.011 0.340 -5.205  -0.093
H 0.679 3.510 1.889  0.105
H 0.391 3.048 -0.534  0.106
H -2.698 0.853 -1.096  0.037
H 0.525 1.655 3.543  0.078
H 0.559 -1.325 -4.952  -0.076
H 1.653 0.015 -4.510  -0.081
H -0.135 -3.130 2.973  0.096
H -2.761 1.509 -1.478  0.038

Computed properties:
HOMO-LUMO gap (alpha / beta)   6.4 / 6.5 eV
Total charge   0
Energy   -173465.543 eV
Multiplicity   8
LUMO energy (alpha / beta)   -0.61 / -0.62 eV



3.
ORCA calculation (ωB97M-V with the def2-TZVPD basis set) on a molecular structure, C24H41F3GdP2 at a distorted geometry.

Each line ends with the Löwdin charge.
Positions of all 71 atoms, in Å:
Gd 0.169 0.098 -1.671  1.324
P 2.266 1.386 -2.811  0.874
P -2.372 0.054 -3.266  1.018
F 0.397 2.652 0.216  -0.009
F -1.751 2.147 -0.028  -0.011
F -0.767 3.514 -1.419  -0.038
C 1.608 1.058 -4.808  -0.344
C -0.936 -1.664 0.436  -0.315
C 1.143 0.503 2.644  -0.029
C 0.577 -0.344 1.576  -0.252
C -3.911 1.083 -3.168  -0.128
C -2.053 0.365 -5.146  -0.299
C 0.750 -3.196 -0.865  -0.069
C 0.965 2.335 -5.494  -0.153
C -0.556 2.301 -0.726  -0.566
C -1.349 -0.478 -6.240  -0.141
C 2.903 3.070 -2.932  -0.236
C -2.194 -2.415 0.180  -0.064
C -1.853 -1.642 -3.359  -0.201
C -0.547 2.413 -5.722  -0.133
C 0.388 -2.038 -0.008  -0.381
C 2.784 -1.269 0.625  -0.061
C 1.308 -1.147 0.671  -0.329
C 0.954 -0.202 -5.102  -0.161
C 0.202 -0.477 -6.336  -0.178
C -0.797 -0.665 1.436  -0.254
C 3.489 0.072 -2.773  -0.283
C -0.856 1.214 -3.420  -0.434
C -1.842 -0.192 2.360  -0.036
C -1.420 1.691 -4.706  -0.342
H 1.327 -1.083 -4.539  0.103
H -1.003 -1.742 -4.051  0.066
H 3.018 -0.852 -3.144  0.041
H 3.247 -0.354 1.047  0.083
H 0.510 0.147 -7.179  0.122
H -1.505 -0.273 3.404  0.087
H 1.566 -2.931 -1.557  0.065
H -2.277 -3.287 0.875  0.106
H -2.087 0.866 2.180  0.082
H 1.110 -4.041 -0.252  0.098
H 0.482 -1.466 -6.751  0.129
H -2.138 2.460 -4.354  0.147
H 3.148 -2.128 1.231  0.102
H 0.702 0.240 3.614  0.088
H 4.258 0.380 -3.523  0.070
H -3.075 -1.760 0.357  0.082
H 4.013 3.108 -2.851  0.072
H -0.854 2.257 -6.782  0.135
H 0.922 1.556 2.457  0.080
H -0.851 3.467 -5.620  0.124
H -1.785 -0.064 -7.158  0.120
H -0.040 0.458 -3.604  -0.040
H -2.242 -2.803 -0.852  0.042
H -2.762 -2.057 -3.851  0.101
H 3.155 -1.396 -0.408  0.044
H -4.724 0.424 -2.845  0.064
H -3.070 0.333 -5.381  0.073
H 1.493 2.524 -6.464  0.136
H -1.662 -2.149 -2.429  -0.008
H -3.847 1.980 -2.504  0.093
H -2.761 -0.778 2.250  0.073
H 2.646 1.065 -5.088  0.093
H 1.209 3.230 -4.890  0.090
H -1.735 -1.532 -6.222  0.124
H 2.428 3.816 -2.261  0.072
H 2.216 0.377 2.709  0.067
H -4.118 1.452 -4.191  0.068
H -0.109 -3.553 -1.442  0.064
H 2.611 3.274 -3.952  0.003
H -0.639 1.990 -2.701  0.026
H 3.979 -0.141 -1.822  0.040

Computed properties:
Relative energy (zero: lowest compared OMol25 entry of this formula, charge and spin)   2.330 eV
HOMO-LUMO gap (alpha / beta)   4.9 / 5.4 eV
Total charge   +1
Energy   -73103.305 eV
Multiplicity   8
LUMO energy (alpha / beta)   -4.22 / -3.84 eV



4.
ORCA calculation (ωB97M-V with the def2-TZVPD basis set) on C16H13F3N4O2 in the gas phase at a distorted geometry.

Each line ends with the Löwdin charge.
Positions of all 38 atoms, in Å:
F -2.818 -2.937 -2.688  0.145
F -2.059 -4.692 -1.710  0.131
F -0.730 -3.439 -2.840  0.139
O 2.215 -0.677 0.556  -0.104
O 1.053 3.823 0.973  -0.054
N -0.879 0.719 -0.985  0.140
N 2.591 -1.176 -0.695  0.033
N 1.099 0.122 -1.990  0.158
N 3.641 2.094 -0.704  0.183
C 0.365 2.837 0.363  -0.224
C 0.434 0.890 -1.088  -0.303
C -0.963 -1.214 1.567  -0.035
C -1.012 2.632 0.453  -0.001
C 2.086 -0.643 -1.839  -0.187
C -1.771 -3.400 -1.995  -0.584
C -1.489 -2.612 -0.748  -0.110
C 0.350 4.758 1.758  -0.070
C 1.507 -1.640 1.338  -0.124
C -2.535 -2.021 -0.055  -0.010
C 2.502 2.062 -0.560  -0.190
C -1.560 1.565 -0.237  -0.138
C -0.188 -2.526 -0.280  0.025
C 0.083 -1.812 0.879  -0.190
C -2.264 -1.328 1.110  -0.076
C 1.109 1.945 -0.423  -0.088
H 3.540 -1.530 -0.701  0.153
H 0.611 -3.004 -0.828  0.125
H -0.756 -0.652 2.466  0.117
H -0.387 5.305 1.163  0.099
H -3.070 -0.867 1.660  0.109
H -3.543 -2.099 -0.431  0.123
H -0.147 4.276 2.605  0.098
H 2.044 -2.597 1.314  0.131
H 1.546 -1.226 2.347  0.130
H 2.562 -1.041 -2.729  0.138
H 1.103 5.452 2.128  0.098
H -1.645 3.279 1.036  0.100
H -2.625 1.376 -0.190  0.111

Computed properties:
Relative energy (zero: lowest compared OMol25 entry of this formula, charge and spin)   0.000 eV
SMILES   COc1ccnc(/N=C\NOCc2cccc(C(F)(F)F)c2)c1C#N
HOMO-LUMO gap   9.3 eV
Total charge   0
Energy   -35008.955 eV
LUMO energy   0.53 eV



5.
ORCA calculation (ωB97M-V with the def2-TZVPD basis set) on 9 unconnected molecules or ions with the total composition C6H32N2O8 at a distorted geometry.

Each line ends with the Löwdin charge.
Positions of all 48 atoms, in Å:
O -1.910 -0.343 0.579  -0.049
O -1.262 -3.261 -1.588  -0.082
O -3.853 -0.140 -1.842  -0.029
O 0.396 2.278 -3.705  -0.094
O -1.805 1.825 -2.292  -0.050
O 4.135 0.232 0.705  -0.066
O -0.010 -1.336 -2.671  -0.093
O -3.981 -2.819 -1.455  -0.058
N 0.982 2.031 2.688  -0.089
N 0.515 -1.670 1.969  -0.091
C 1.643 0.888 -0.689  -0.061
C 1.235 -2.172 3.126  -0.154
C 0.224 1.048 1.818  -0.169
C 1.002 -0.312 1.441  -0.294
C 1.218 3.343 1.996  -0.131
C 0.894 -0.492 -0.094  -0.186
H -0.099 -0.362 -2.978  0.102
H 0.882 -1.961 4.109  0.054
H 0.939 -1.455 -2.631  0.048
H -4.212 0.009 -1.015  0.005
H -2.738 -0.362 0.061  0.027
H -1.874 2.426 -1.591  0.020
H -0.277 1.569 1.001  0.082
H -3.023 -2.851 -1.442  -0.018
H -2.485 1.102 -2.355  0.044
H 2.461 1.102 -0.046  0.018
H -0.449 -1.957 2.064  0.098
H -1.195 -3.036 -2.554  0.069
H 0.313 3.990 1.675  0.105
H 3.740 0.682 1.469  0.031
H -0.580 -2.658 -1.255  0.020
H 3.990 -0.694 0.982  0.055
H 1.679 -1.327 -0.384  0.133
H 1.084 -3.238 3.196  0.060
H 0.513 2.532 -2.742  0.039
H 2.087 -0.342 1.785  0.101
H 0.854 1.579 -0.673  0.016
H -4.053 -1.026 -2.191  0.048
H 1.753 3.981 2.688  0.072
H 2.046 0.657 -1.682  0.073
H 1.636 3.270 1.093  0.001
H -0.092 -0.666 -0.524  0.048
H -0.530 0.698 2.553  0.108
H 2.372 -2.076 2.942  0.102
H -4.018 -3.086 -0.536  0.053
H -0.551 2.335 -3.820  -0.003
H 1.933 1.690 2.772  0.068
H -1.531 0.373 0.043  0.016

Computed properties:
Relative energy (zero: lowest compared OMol25 entry of this formula, charge and spin)   5.254 eV
SMILES   CC[C@@H](CNC)NC.O.O.O.O.O.O.O.O
HOMO-LUMO gap   8.6 eV
Total charge   0
Energy   -26097.859 eV
LUMO energy   0.13 eV



6.
ORCA calculation (ωB97M-V with the def2-TZVPD basis set) on a molecular structure, C15H15AlCl2NO9 at a distorted geometry.

Each line ends with the Löwdin charge.
Positions of all 43 atoms, in Å:
Cl -1.601 -6.487 1.888  0.598
Cl -3.159 -5.125 -1.885  0.529
Al -1.859 -3.318 0.537  0.031
O -1.472 -2.169 -0.772  -0.254
O 3.242 2.335 0.469  0.111
O -0.488 2.899 -4.475  0.091
O 3.140 6.259 3.025  0.091
O 0.978 5.528 4.318  0.104
O 3.347 1.254 -2.357  0.106
O 1.719 -0.075 -0.703  0.110
O -2.104 1.629 -2.831  0.113
O 0.991 1.607 1.737  0.145
N -3.386 -2.717 1.496  -0.109
C -2.409 -5.153 -0.275  -0.666
C 2.693 5.172 2.700  -0.324
C 0.878 3.526 3.094  0.081
C 1.462 2.671 2.066  -0.304
C -0.275 0.709 -1.682  0.092
C 2.034 1.376 -2.514  -0.237
C 1.451 4.695 3.394  -0.246
C 3.290 4.320 1.692  0.069
C 0.063 2.233 -3.615  -0.320
C -2.713 -7.679 -0.238  -0.177
C 1.168 0.602 -1.550  -0.302
C 1.506 2.139 -3.479  0.068
C -2.290 -6.354 0.296  -0.868
C 2.725 3.142 1.384  -0.222
C -0.796 1.476 -2.647  -0.234
H 2.665 1.542 0.425  0.092
H -2.199 2.224 -3.595  0.111
H -0.887 0.143 -0.986  0.126
H -0.017 3.173 3.586  0.138
H 4.193 4.670 1.210  0.133
H -4.101 -2.557 0.789  -0.043
H 1.584 6.291 4.321  0.112
H -0.630 -3.546 1.530  -0.076
H -3.330 -8.164 0.512  0.060
H -1.865 -8.315 -0.457  0.070
H -3.732 -3.535 1.993  -0.046
H -2.089 -2.210 -1.500  -0.018
H 3.481 0.648 -1.607  0.113
H -3.323 -7.557 -1.116  0.023
H 2.116 2.697 -4.176  0.131

Computed properties:
HOMO-LUMO gap   5.2 eV
Total charge   -1
Energy   -67360.670 eV
LUMO energy   0.30 eV



7.
ORCA calculation (ωB97M-V with the def2-TZVPD basis set) on 10 unconnected molecules or ions with the total composition C44H54F12N6O8 at a distorted geometry.

Each line ends with the Löwdin charge.
Positions of all 124 atoms, in Å:
F -0.469 -1.773 5.316  0.137
F -0.799 -0.725 3.455  0.125
F 4.565 -9.191 -3.279  0.215
F -2.056 -3.192 -0.020  0.120
F 7.047 1.382 -1.793  0.200
F 3.649 -10.292 -1.739  0.194
F 5.752 2.471 -0.409  0.160
F 0.559 0.153 5.028  0.156
F 6.919 0.839 0.263  0.208
F -3.144 -5.000 -0.539  0.166
F -2.128 -3.877 -2.152  0.147
F 2.477 -9.512 -3.394  0.202
O 2.513 -6.989 -2.457  -0.013
O 3.778 -7.771 -0.588  0.073
O 5.014 -0.262 -2.156  0.039
O 2.181 -2.282 4.578  0.137
O 1.443 -1.608 2.474  0.001
O -3.998 -1.750 -1.362  0.124
O 4.091 0.327 -0.122  0.065
O -5.309 -3.580 -0.789  0.015
N 0.440 -1.791 -1.413  0.195
N -5.545 3.301 -0.123  0.054
N -2.826 2.670 5.880  0.060
N -2.748 1.480 -2.770  0.050
N 2.841 5.428 4.682  0.054
N 4.392 6.572 -2.884  0.133
C -1.406 0.202 -4.364  -0.074
C 2.470 -2.250 1.713  -0.155
C 4.039 3.873 2.707  -0.061
C -3.876 1.060 -3.377  -0.118
C -1.541 1.091 -3.292  -0.124
C 6.243 1.281 -0.755  -0.613
C 4.719 4.088 3.892  -0.076
C -1.498 2.937 5.838  -0.152
C 0.901 1.351 0.687  -0.076
C 2.752 4.417 2.507  -0.090
C -2.864 2.946 3.513  -0.057
C -3.784 0.120 -4.472  -0.055
C -1.011 -0.410 0.303  -0.154
C -7.021 -2.996 -2.409  -0.061
C 1.411 -1.685 3.811  -0.329
C -0.627 1.111 0.434  -0.178
C -2.541 -0.256 -4.947  -0.107
C -6.786 2.644 1.849  -0.077
C 1.700 -4.694 -2.593  -0.052
C -4.129 -2.954 -1.132  -0.284
C 3.485 -9.300 -2.586  -0.654
C 1.690 4.534 -1.708  -0.210
C 3.964 -1.215 -2.477  -0.167
C -5.935 1.540 2.011  -0.087
C -0.212 -1.187 -0.682  -0.196
C 2.189 5.224 3.462  -0.141
C -2.840 -3.781 -0.992  -0.476
C -4.975 1.250 1.032  -0.098
C -6.555 3.535 0.783  -0.130
C 5.030 0.368 -0.987  -0.299
C -4.776 2.138 0.013  -0.135
C -1.483 3.308 3.538  -0.067
C 3.314 -7.965 -1.783  -0.184
C 3.646 6.109 -2.112  -0.229
C 2.379 3.169 -2.036  -0.102
C 2.251 -5.829 -1.708  -0.255
C 2.714 5.584 -1.104  -0.177
C 0.156 -0.973 4.397  -0.463
C 2.083 -3.754 1.376  -0.038
C -0.767 3.239 4.718  -0.087
C 2.928 -0.628 -3.443  -0.058
C -3.495 2.675 4.717  -0.155
C 4.084 4.863 4.870  -0.130
C -6.611 -3.095 -0.927  -0.211
H -4.688 -0.237 -4.943  0.092
H -0.670 1.408 -2.738  0.074
H 5.751 3.858 4.113  0.101
H -7.672 2.764 2.456  0.095
H 4.444 -2.116 -2.861  0.127
H -4.552 2.494 4.847  0.096
H 3.022 3.245 -2.913  0.078
H 1.565 2.468 -2.221  0.045
H -6.233 0.923 2.846  0.101
H -6.377 -2.417 -3.071  0.069
H 3.141 -5.479 -1.186  0.107
H 2.146 -1.340 -3.705  0.064
H 4.560 3.288 1.964  0.093
H -4.448 0.307 1.044  0.093
H 0.637 -4.788 -2.818  0.069
H -0.863 3.373 2.656  0.086
H 1.189 -3.929 0.778  0.061
H 1.260 1.007 1.657  0.069
H 2.182 4.134 1.634  0.072
H 1.513 -6.139 -0.968  0.128
H 1.522 0.806 -0.024  0.050
H -7.090 -3.997 -2.836  0.076
H -2.580 -0.933 -5.787  0.107
H -0.965 2.939 6.778  0.102
H -0.481 -0.170 -4.778  0.101
H 4.564 5.030 5.823  0.096
H 2.270 -4.622 -3.519  0.080
H 2.532 -1.722 0.761  0.086
H -6.690 -2.127 -0.432  0.120
H 3.011 2.786 -1.234  0.053
H 0.847 4.359 -1.038  0.090
H -1.264 1.513 1.221  0.086
H -7.114 4.429 0.550  0.094
H 3.356 5.128 -0.351  0.092
H -0.831 -0.881 1.269  0.085
H 1.129 2.414 0.611  0.040
H 1.243 5.716 3.291  0.100
H -8.039 -2.679 -2.635  0.078
H 2.005 -4.377 2.268  0.075
H 3.368 -0.319 -4.391  0.078
H 1.278 4.945 -2.629  0.105
H 1.830 -3.804 -1.977  0.027
H -3.451 3.139 2.628  0.083
H 2.486 0.277 -3.025  0.060
H -7.406 -3.690 -0.477  0.126
H -0.825 1.497 -0.566  0.073
H 2.169 6.409 -0.646  0.115
H 3.466 -2.255 2.156  0.128
H -4.791 1.545 -3.072  0.098
H 3.430 -1.484 -1.566  0.091
H -2.071 -0.615 0.154  0.090
H 0.269 3.522 4.834  0.092
H -4.015 1.956 -0.731  0.064
H 2.874 -4.271 0.832  0.062

Computed properties:
SMILES   CCOC(=O)C(F)(F)F.CCOC(=O)C(F)(F)F.CCOC(=O)C(F)(F)F.CCOC(=O)C(F)(F)F.c1ccncc1.c1ccncc1.c1ccncc1.c1ccncc1.CCCC#N.CCCC#N
HOMO-LUMO gap   9.7 eV
Total charge   0
Energy   -104431.247 eV
LUMO energy   0.11 eV



8.
ORCA calculation (ωB97M-V with the def2-TZVPD basis set) on a molecular structure, C22H13BrClIrN3O3.

Each line ends with the Löwdin charge.
Positions of all 44 atoms, in Å:
Ir -0.271 0.229 -2.682  1.539
Br -0.213 -5.582 2.708  0.774
Cl -6.086 4.567 -2.448  0.722
O 1.686 -0.049 -2.732  -0.218
O -2.269 0.161 -2.852  -0.206
O -0.262 2.151 -2.952  -0.124
N 3.422 -0.752 3.323  0.087
N 3.793 0.026 2.435  0.095
N 0.051 0.171 -0.752  -0.057
C 0.936 -4.095 2.877  -0.691
C -0.515 0.329 1.535  0.001
C 3.211 0.038 1.128  -0.225
C -0.877 0.273 0.188  -0.052
C -2.632 2.533 -2.728  -0.129
C -4.911 3.311 -2.569  -0.659
C 3.606 0.071 -1.279  0.046
C 0.811 0.266 1.893  0.051
C 1.381 0.094 -0.426  -0.134
C 2.584 -1.886 3.085  -0.283
C -5.349 1.963 -2.614  -0.043
C -3.071 1.176 -2.764  -0.327
C 0.884 -3.314 4.020  -0.110
C 2.662 -2.707 1.960  -0.020
C 4.063 0.103 0.052  0.010
C -1.291 2.897 -2.851  -0.106
C 1.842 -3.816 1.861  -0.109
C 2.255 0.026 -1.529  -0.333
C -3.587 3.592 -2.630  -0.042
C 1.731 -2.224 4.129  -0.024
C 1.807 0.107 0.911  -0.088
C -4.463 0.931 -2.713  0.020
H -3.242 4.617 -2.611  0.126
H 5.126 0.137 0.250  0.129
H 1.908 -4.470 1.002  0.107
H -1.905 0.325 -0.142  0.128
H 1.741 -1.617 5.026  0.122
H 3.383 -2.511 1.179  0.120
H -1.290 0.440 2.279  0.124
H 0.206 -3.568 4.823  0.108
H 1.088 0.349 2.935  0.127
H -6.412 1.763 -2.569  0.122
H 4.307 0.083 -2.102  0.133
H -4.799 -0.096 -2.753  0.132
H -1.040 3.957 -2.901  0.157

Computed properties:
HOMO-LUMO gap (alpha / beta)   5.8 / 5.8 eV
Total charge   +1
Energy   -119032.604 eV
LUMO energy (alpha / beta)   -5.07 / -5.07 eV